C29H20ClF3IrN5O5 | ωB97M-V with the def2-TZVPD basis set

Results
* orbital gap (alpha / beta): 0.17834 / 0.12365 Eh
* max |F|: 4.623 eV/A
* HOMO level (alpha / beta): -10.22 / -10.22 eV
* energy above the lowest of the compared OMol25 structures with the same formula, charge and spin: 53.1 kcal per mole
* LUMO energy (alpha / beta): -5.37 / -6.86 eV
* ⟨S²⟩: 0.889

The geometry in ORCA input format:
```
! wB97M-V def2-TZVPD RIJCOSX def2/J DEFGRID3
* xyz 1 2
Ir 0.175 0.097 -0.032
C 0.863 1.357 4.010
C 0.278 0.384 4.824
C -0.414 -0.636 4.234
C -0.503 -0.719 2.820
N 0.118 0.223 2.036
C 0.739 1.234 2.640
N -1.217 -1.716 2.343
C -1.475 -2.073 1.111
N -1.001 -1.417 -0.013
C -1.450 -2.100 -1.132
N -1.168 -1.776 -2.364
C -0.440 -0.804 -2.863
C -0.391 -0.729 -4.280
C 0.342 0.245 -4.897
C 1.018 1.177 -4.104
C 0.915 1.074 -2.733
N 0.247 0.110 -2.103
C -2.254 -3.202 -0.717
C -2.954 -4.176 -1.427
C -3.650 -5.119 -0.702
C -3.666 -5.104 0.703
C -2.981 -4.148 1.423
C -2.267 -3.188 0.706
H 1.400 2.189 4.432
H 0.361 0.444 5.898
H -0.910 -1.406 4.803
H 1.153 1.995 1.991
H -0.950 -1.469 -4.829
H 0.399 0.295 -5.973
H 1.616 1.958 -4.540
H 1.395 1.819 -2.110
H -2.947 -4.179 -2.505
H -4.200 -5.890 -1.217
H -4.234 -5.858 1.225
H -2.994 -4.131 2.500
F 4.324 2.497 -0.189
C 4.282 1.164 -0.064
F 4.920 0.648 -1.119
F 4.970 0.839 1.030
C 2.820 0.650 0.002
O 1.913 1.511 -0.051
O 2.604 -0.559 0.084
C -0.137 6.327 -0.121
C -0.020 5.697 -1.462
C 1.000 6.023 -2.332
C 1.091 5.413 -3.582
Cl 2.352 5.840 -4.653
C 0.154 4.447 -3.967
C -0.861 4.095 -3.111
C -0.978 4.719 -1.857
O -1.946 4.475 -0.975
C -2.833 3.424 -1.157
C -2.074 2.021 -0.984
O -2.478 1.094 -1.653
O -1.130 2.090 -0.180
H 0.642 7.067 0.035
H -0.071 5.563 0.652
H -1.108 6.805 -0.013
H 1.741 6.755 -2.047
H 0.224 3.989 -4.939
H -1.562 3.338 -3.420
H -3.320 3.424 -2.134
H -3.582 3.498 -0.368
*
```

Atomic partial charges in e from the Löwdin method, atoms 1 to 2:
1 Ir 1.570
2 C 0.003